Record 1
ORCA calculation (ωB97M-V with the def2-TZVPD basis set) on a structure of composition C52H59BrCsO10P3S.

Element x y z (Å)
Cs -0.73219 -0.95875 0.04284
O 1.78693 3.75060 -1.09439
S 1.59396 2.62795 -0.04513
C 2.78106 2.94024 1.19018
C 3.62411 4.05388 1.01685
C 4.47665 4.45202 2.03041
C 4.50074 3.77190 3.24644
C 3.70403 2.64642 3.39978
C 2.88638 2.17647 2.37365
P 1.88065 0.63798 2.49334
C 1.15236 0.87202 4.16758
C 0.56759 2.10304 4.47963
C -0.07964 2.29184 5.69083
C -0.16016 1.25225 6.61018
C 0.39833 0.02063 6.30225
C 1.04524 -0.17139 5.08657
C 3.16160 -0.65744 2.82556
C 3.11668 -1.78729 2.01007
C 4.03566 -2.82179 2.15463
C 5.02102 -2.73756 3.12604
C 5.07124 -1.62316 3.95715
C 4.14939 -0.59711 3.81105
C 3.70938 0.99133 -2.10869
C 5.01371 1.47854 -1.99150
C 5.52952 2.40464 -2.87989
C 4.75059 2.84210 -3.94371
C 3.45305 2.37871 -4.06743
C 2.89902 1.49226 -3.14045
P 1.13714 0.95114 -3.26855
C 0.08524 2.45805 -3.38785
C -1.27544 2.16593 -3.31536
C -2.23900 3.15725 -3.47628
C -1.84244 4.46537 -3.69583
C -0.48425 4.77353 -3.73947
C 0.47300 3.78258 -3.58129
C 1.17011 0.47382 -5.06619
C 0.67051 1.22960 -6.12532
C 0.74273 0.75833 -7.43342
C 1.30843 -0.47879 -7.70700
C 1.80480 -1.24669 -6.66019
C 1.73050 -0.77383 -5.35919
H 3.54178 4.59085 0.07948
H 5.11408 5.31848 1.88442
H 5.12472 4.11790 4.06345
H 3.70074 2.14359 4.35811
H 0.61649 2.91169 3.75864
H -0.53707 3.24943 5.90967
H -0.67404 1.39820 7.55346
H 0.32010 -0.80114 7.00550
H 1.45893 -1.14342 4.84220
H 2.30643 -1.87787 1.29977
H 3.96136 -3.69534 1.51482
H 5.73734 -3.54172 3.24757
H 5.83291 -1.55556 4.72714
H 4.20177 0.24824 4.48080
H 5.62775 1.11541 -1.17266
H 6.54132 2.77193 -2.75480
H 5.14991 3.54678 -4.66548
H 2.85430 2.70467 -4.91092
H -1.58727 1.14448 -3.13022
H -3.28876 2.89374 -3.40292
H -2.58112 5.25283 -3.80175
H -0.16411 5.80156 -3.87027
H 1.51911 4.05424 -3.56085
H 0.21142 2.19164 -5.93403
H 0.34303 1.36128 -8.24141
H 1.35756 -0.84580 -8.72615
H 2.23449 -2.22222 -6.85802
H 2.10281 -1.38607 -4.54257
O -2.26371 1.56025 2.78967
H -2.12991 1.98352 1.92081
H -1.49688 0.98676 2.89075
O -1.78336 2.58789 0.20525
H -2.11353 1.94296 -0.43645
H -0.85669 2.76072 -0.02995
O -0.73706 -4.05704 -2.64281
H -0.87100 -3.08742 -2.63837
H -1.30442 -4.35678 -1.92506
Br 3.03623 -7.53764 -1.95462
C 2.12762 -6.32291 -0.79227
C 2.09168 -4.98179 -1.11454
C 1.43133 -4.10710 -0.25762
C 0.79354 -4.57409 0.88627
C 0.83958 -5.93478 1.17571
C 1.51364 -6.82005 0.34748
C 0.01303 -3.65167 1.83904
O -0.72864 -4.21270 2.65920
O 0.19100 -2.41039 1.66953
H 2.55504 -4.62049 -2.02137
H 1.40273 -3.04905 -0.49829
H 0.32486 -6.27896 2.06381
H 1.55794 -7.87615 0.57387
C 3.29825 -0.10134 -1.14860
H 3.47561 0.20213 -0.11900
H 3.90278 -0.99454 -1.33914
H 2.24635 -0.37116 -1.24989
C -4.95385 -4.34433 -1.43183
C -4.70702 -2.86808 -1.16413
C -4.57481 -2.60871 0.33342
C -5.84071 -2.02942 -1.75399
O -3.43635 -2.59338 -1.79070
P -2.87576 -1.12038 -2.17692
O -1.41051 -1.35096 -2.38680
O -3.27391 -0.09895 -1.17407
O -3.65426 -0.76855 -3.54338
C -3.43061 -1.31672 -4.86314
C -4.61284 -0.80037 -5.67381
C -3.43563 -2.84266 -4.84907
C -2.12882 -0.78012 -5.43702
H -5.88756 -4.66420 -0.96266
H -4.13296 -4.94098 -1.02641
H -5.01329 -4.52771 -2.50781
H -5.48365 -2.92222 0.85407
H -4.40982 -1.54400 0.51320
H -3.72897 -3.16844 0.74236
H -6.77851 -2.28552 -1.25517
H -5.94440 -2.21949 -2.82571
H -5.63980 -0.96546 -1.61166
H -5.55148 -1.15748 -5.24191
H -4.53971 -1.14699 -6.70768
H -4.61986 0.29210 -5.66378
H -4.38165 -3.21952 -4.45105
H -2.62324 -3.24407 -4.24078
H -3.31435 -3.20800 -5.87197
H -2.16181 0.31060 -5.48418
H -1.96230 -1.17313 -6.44307
H -1.29457 -1.07208 -4.80037

Atomic forces in eV per Å
0.014 2.576 0.205
0.047 -0.004 -0.018
-0.006 0.017 -0.190
0.049 -0.001 0.169
0.021 0.012 0.085
-0.072 -0.065 -0.089
0.012 0.040 0.013
0.005 -0.012 -0.051
-0.049 0.052 -0.025
0.188 0.140 0.276
-0.018 -0.020 0.021
0.035 -0.060 0.012
0.016 -0.029 -0.007
-0.001 0.044 -0.033
0.028 -0.029 -0.035
-0.015 -0.007 -0.023
-0.022 -0.067 -0.058
-0.005 0.035 0.047
0.005 0.023 -0.003
-0.062 0.022 -0.028
0.009 0.006 0.006
0.023 -0.052 -0.020
-0.055 -0.019 -0.035
0.022 0.016 0.013
-0.052 -0.050 0.007
0.000 0.024 -0.024
-0.004 0.021 0.025
-0.031 0.028 0.068
0.099 0.091 -0.287
0.019 -0.098 -0.047
-0.080 0.001 -0.047
0.011 -0.106 0.031
0.121 0.073 0.004
-0.058 -0.034 0.011
0.083 0.034 -0.022
0.027 -0.132 0.074
0.035 -0.041 0.004
-0.019 -0.024 0.052
0.002 0.051 0.018
-0.018 0.014 0.028
0.001 0.009 0.053
-0.014 0.000 0.020
-0.018 -0.003 -0.008
-0.020 -0.034 -0.030
-0.019 -0.028 -0.002
-0.008 0.002 0.031
0.009 -0.021 -0.011
0.015 -0.004 -0.015
0.012 0.012 -0.041
-0.021 0.024 0.026
0.088 -0.017 -0.037
0.002 0.047 0.031
0.006 0.010 0.001
-0.038 0.004 -0.022
0.001 -0.007 0.005
-0.018 0.015 -0.033
0.001 0.000 0.012
-0.022 -0.035 0.020
-0.023 0.018 0.047
-0.006 -0.008 0.009
0.054 0.018 0.003
0.020 -0.037 -0.004
-0.025 -0.033 0.007
-0.027 -0.054 0.029
-0.008 0.024 0.048
0.010 0.000 0.020
-0.011 0.008 0.029
-0.002 0.029 0.026
-0.021 0.004 -0.043
-0.024 -0.024 -0.031
0.031 -0.023 -0.010
0.012 0.016 0.101
-0.062 -0.078 -0.102
-0.091 0.002 -0.062
-0.013 -0.018 0.116
0.069 0.027 -0.066
-0.089 -0.002 -0.008
-0.014 0.010 -0.027
-0.011 0.027 0.026
0.021 -0.057 -0.006
-0.003 0.099 0.062
-0.030 -0.030 0.099
-0.012 0.061 0.084
0.059 -0.108 -0.102
-0.022 0.107 0.020
0.006 -0.207 0.248
0.110 0.131 -0.133
0.930 -2.041 1.746
-0.009 0.002 -0.015
0.025 -0.133 0.018
0.005 0.026 -0.019
-0.001 -0.029 0.004
-0.048 0.003 -0.142
0.015 0.047 0.038
-0.025 -0.015 0.006
0.119 0.050 0.022
0.063 -0.094 -0.046
-0.062 0.071 0.169
0.062 0.098 0.007
0.153 0.089 -0.092
-0.140 0.050 0.054
-0.503 -0.202 -0.584
-0.507 -0.375 -1.741
-0.255 0.126 -0.096
0.088 0.112 -0.052
-0.082 -0.073 -0.017
-0.041 0.030 0.024
0.046 0.014 0.102
0.051 0.023 0.140
0.031 0.000 -0.016
-0.056 0.023 -0.008
-0.008 -0.006 0.062
0.027 0.009 -0.004
-0.010 -0.082 -0.007
-0.061 0.000 -0.018
0.028 -0.016 -0.005
-0.015 0.002 0.068
-0.039 -0.073 0.006
0.038 0.012 -0.037
-0.015 0.020 0.022
-0.006 -0.057 -0.010
0.046 0.018 -0.025
-0.025 0.014 -0.038
-0.018 0.003 0.014
0.026 -0.029 -0.010
-0.019 0.021 0.010
0.033 0.014 -0.035

Summary:
Net charge: -2
ΔE to the lowest compared entry with this formula, charge and spin, kcal per mole: 0.00
Lowest unoccupied orbital energy, eV: 3.57

Record 2
ORCA calculation (ωB97M-V with the def2-TZVPD basis set) on a cluster of 2 separate species, C10H22N2O in total.

Element x y z (Å)
C -0.56754 0.85898 0.41961
C -0.95046 2.10684 0.85120
C 0.17569 3.12479 0.57058
C 1.12719 2.72796 -0.56083
C 1.67828 1.33463 -0.21448
C 1.67708 -2.95702 0.51551
C 1.39487 -1.13847 -1.72981
C 1.68354 -1.47478 0.77404
C -2.65245 -0.77086 -0.26570
C 0.77106 -0.95835 -0.29970
N 0.52278 0.44596 -0.03572
N -3.35936 -0.98538 1.03488
O -3.14011 0.16860 -1.07314
H -1.89981 2.25730 0.34450
H -1.08093 1.96353 1.91264
H -0.08721 4.17899 0.22494
H 0.74188 3.25147 1.45494
H 0.77359 2.87511 -1.60742
H 1.91679 3.43341 -0.50063
H 2.14428 0.97528 -1.03655
H 2.22747 1.37936 0.71403
H 2.02900 -3.74561 1.31801
H 0.58885 -3.41422 0.38342
H 2.19584 -3.27150 -0.41077
H 0.85470 -0.56971 -2.35368
H 1.19555 -2.25171 -2.08368
H 2.52655 -0.83277 -1.81612
H 2.66720 -1.01641 0.74105
H 1.29876 -1.26522 1.80380
H -2.22234 -1.60222 -0.82422
H -0.17342 -1.47823 -0.11476
H -4.33056 -1.39032 0.74353
H -3.38231 0.01375 1.34212
H -2.82237 -1.61992 1.63374
H -3.52206 -0.35327 -1.85529

Atomic forces in eV per Å
0.563 -3.328 -1.323
-0.728 2.128 0.149
-0.256 2.234 -2.290
-0.204 -0.756 0.518
-1.979 2.710 0.854
-0.838 -4.517 0.818
1.924 -3.581 1.943
-0.147 -0.778 1.341
2.274 0.352 -0.664
1.030 -0.463 -0.633
-0.685 -0.135 0.194
-1.182 0.538 -2.545
-1.620 -1.386 -0.675
-0.404 0.808 0.195
-0.526 0.498 0.666
-0.804 -1.380 1.034
0.599 0.046 1.000
-0.283 -0.664 0.807
1.060 0.559 0.100
2.156 -1.248 -1.983
0.457 -0.230 0.012
-0.118 2.217 -1.157
1.783 1.332 0.087
-0.128 0.406 0.567
-1.843 2.225 -2.618
0.826 2.356 0.793
-2.237 -1.001 0.354
0.256 -0.185 -0.217
0.020 -0.051 -0.768
-0.174 -0.445 0.936
0.117 0.183 -0.698
1.534 0.885 1.406
-0.724 -1.133 0.760
-0.276 0.202 0.224
0.555 1.600 0.813

Summary:
Net charge: +2
ΔE to the lowest compared entry with this formula, charge and spin, kcal per mole: 100.14
Lowest unoccupied orbital energy (spin up / spin down), eV: -8.22 / -8.73

Record 3
ORCA calculation (ωB97M-V with the def2-TZVPD basis set) on a structure of composition C7H12N2.

Element x y z (Å)
C 1.16271 -0.09027 0.34119
C 0.05277 -0.82841 1.17538
C -1.28845 -0.79185 0.36834
C -1.92631 0.62964 0.23805
C -1.10265 -0.50740 -1.16472
C 0.36081 1.11787 0.06263
C 1.81819 1.21867 0.00898
H 2.69716 -1.22016 -0.30142
H 1.74194 -0.73345 -1.56783
H -0.06978 -0.39143 2.20688
H 0.26243 -1.90200 1.27982
H -2.01923 -1.59380 0.56207
H -2.95876 0.69468 -0.17960
H -1.87122 1.28771 1.11445
H -2.03095 -0.54910 -1.74040
H -0.33357 -1.07566 -1.71142
H 0.00621 1.73915 0.93141
H 2.29106 1.35299 -1.01258
H 2.34384 1.81231 0.79522
N 1.72522 -1.13596 -0.61885
N -0.86144 0.96647 -0.78760

Atomic forces in eV per Å
-0.432 -3.143 0.178
0.371 -0.525 1.612
-1.682 0.612 -1.261
0.607 0.679 1.200
1.912 -0.196 0.323
-2.257 1.586 -1.572
1.671 2.518 0.183
-0.422 0.069 -0.405
0.262 -0.438 0.467
-0.089 -0.372 -0.986
0.417 0.324 0.176
0.665 0.016 0.474
0.902 -0.312 0.137
-0.148 -0.090 -0.032
0.094 -0.017 0.293
-0.154 0.500 0.213
0.472 -1.417 -0.240
-0.253 -0.975 1.446
-0.655 -0.061 -0.793
-0.936 0.954 -0.333
-0.348 0.287 -1.082

Summary:
Net charge: 0
ΔE to the lowest compared entry with this formula, charge and spin, kcal per mole: 128.42
Lowest unoccupied orbital energy, eV: 0.98

Record 4
ORCA calculation (ωB97M-V with the def2-TZVPD basis set) on a cluster of 2 separate species, C5H10N2O2 in total.

Element x y z (Å)
C 1.51710 -0.08182 0.73651
C 1.18807 0.58219 -0.55768
C 0.19375 1.46760 -0.74076
C -0.69484 1.81158 0.27924
N -1.49153 2.09198 1.06849
O 2.01738 0.16398 -1.54614
N 1.77431 0.75355 -2.82969
H 1.86298 0.65551 1.45993
H 0.62224 -0.55770 1.13633
H 2.29389 -0.82603 0.57914
H 0.03071 1.92236 -1.70703
H 2.70005 0.97368 -3.19081
H 1.37928 0.01152 -3.40678
C -2.32984 -1.85331 1.45706
O -1.49158 -0.73976 1.30027
H -3.23155 -1.77999 0.83999
H -2.62385 -1.99577 2.50493
H -1.76403 -2.73203 1.13967
H -1.95255 0.13247 1.47734

Atomic forces in eV per Å
0.049 -0.071 -0.119
-0.168 0.174 -0.082
0.639 -0.156 -0.890
-0.809 0.322 0.824
0.326 0.024 -0.165
0.143 -0.035 -0.263
-0.223 0.200 0.142
0.030 0.019 0.010
0.012 0.023 0.016
0.042 0.006 0.027
0.038 -0.055 0.009
-0.094 -0.170 0.200
0.161 -0.011 0.218
-0.287 -0.145 0.188
-0.387 1.383 0.203
0.016 -0.047 0.035
-0.034 -0.032 -0.113
-0.066 0.063 0.019
0.611 -1.492 -0.257

Summary:
Net charge: 0
ΔE to the lowest compared entry with this formula, charge and spin, kcal per mole: 88.34
Structure (SMILES): C/C(=C\C#N)ON.CO
Lowest unoccupied orbital energy, eV: 0.72

Record 5
ORCA calculation (ωB97M-V with the def2-TZVPD basis set) on a cluster of 2 separate species, C4H9NO4 in total.

Element x y z (Å)
C 1.89327 0.22808 0.78518
C 0.09568 -0.87156 0.10868
N 0.36186 -1.30733 -1.14964
O 2.80987 0.53185 -0.09950
O 0.03174 -1.61223 1.07716
H 3.57564 -0.06304 -0.06365
H 0.30454 -2.29763 -1.33985
H 0.26856 -0.64166 -1.90255
H 1.05503 0.98428 0.94170
H 2.16617 -0.48948 1.55928
C -2.28665 0.14267 0.32902
C -0.87216 0.68600 0.10441
O -0.74992 1.11008 -1.27256
O -0.43238 1.53324 0.95693
H -0.35307 1.98910 -1.21633
H -2.31152 -0.39717 1.27290
H -2.59572 -0.52328 -0.47517
H -2.96092 0.99810 0.38398

Atomic forces in eV per Å
-0.151 0.568 -0.124
-0.137 -0.172 -0.028
0.073 -0.110 0.002
-0.321 -0.291 0.232
0.086 0.057 -0.153
-0.123 0.049 0.026
0.056 0.052 -0.015
-0.148 -0.095 0.084
0.088 -0.132 0.010
-0.120 -0.089 -0.185
0.287 -0.300 0.106
0.349 0.930 0.147
0.066 -0.142 0.255
-0.105 -0.329 -0.340
-0.010 -0.055 0.098
0.009 0.037 0.010
0.016 0.030 -0.041
0.086 -0.009 -0.083

Summary:
Net charge: 0
ΔE to the lowest compared entry with this formula, charge and spin, kcal per mole: 104.59
Lowest unoccupied orbital energy (spin up / spin down), eV: -1.20 / -1.21

Record 6
ORCA calculation (ωB97M-V with the def2-TZVPD basis set) on a structure of composition H6O3.

Element x y z (Å)
O -1.35015 0.00253 0.80507
H -0.40975 -0.11448 0.93999
H -1.51391 -0.35607 -0.06718
O 0.60952 -0.01534 0.96501
H 0.55187 -0.07047 0.01114
H 1.50677 0.27148 1.13503
O 0.41305 0.25796 -0.97820
H 0.72239 -0.30820 -1.68530
H -0.52979 0.33260 -1.12557

Atomic forces in eV per Å
-8.758 0.193 -1.642
-3.137 -0.343 2.268
-1.192 -0.556 0.374
12.313 -0.582 8.669
1.409 -1.209 0.972
0.140 0.057 0.680
-0.654 1.924 -10.719
0.357 -0.186 -0.592
-0.479 0.702 -0.010

Summary:
Net charge: 0
ΔE to the lowest compared entry with this formula, charge and spin, kcal per mole: 136.06
Lowest unoccupied orbital energy, eV: 0.11

Calculated values (eV) of energy for the records, taken in order: -184657.374, -15732.574, -10427.908, -12419.642, -13970.622, -6234.353.